No. 1
Entry from the OMol25 dataset: a molecular structure, C4H6O4 (wB97M-V/def2-TZVPD).

Geometry (Å):
C1 0.21192 0.80272 0.79281
C2 -1.25989 -0.10351 -0.29994
C3 0.70779 -1.01665 -0.75960
C4 -0.65279 -1.02130 -1.10991
O1 0.65400 1.90362 0.03968
O2 -0.56383 1.16091 1.87659
O3 1.23358 -2.05226 -0.08703
O4 -2.32239 0.25691 0.13112
H1 -0.12362 2.41976 -0.21271
H2 -1.50191 1.15273 1.60510
H3 2.20101 -1.99217 -0.06369
H4 1.09510 0.32163 1.20618
H5 1.41544 -0.30024 -1.16093
H6 -1.09441 -1.53215 -1.95766

Results
**Gap between HOMO and LUMO (spin up / spin down)**: 0.2733 / 0.2732 hartree
**Net charge**: 0
**HOMO (spin up / spin down)**: -8.34 / -8.34 eV
**Largest force on an atom**: 1.8 eV/A
**DFT total energy**: -456.821850 hartree

=====

No. 2
Entry from the OMol25 dataset: C17H14Cl2N2S in the gas phase (wB97M-V/def2-TZVPD).

Geometry (Å):
Cl1 -2.73263 4.15040 -0.04225
C1 -1.32717 3.28249 0.58851
S1 -0.82418 3.24740 2.31025
C2 0.47034 2.21621 1.85605
Cl2 1.68583 1.88032 3.02926
C3 0.41784 1.76105 0.61689
C4 -0.54718 2.43604 -0.19237
C5 -0.76411 2.32167 -1.75453
C6 0.60330 2.66528 -2.38974
C7 1.50836 1.35440 -2.45181
C8 1.60981 0.52537 -1.25886
C9 2.44289 -0.63752 -1.19742
N1 2.48599 -1.19931 0.01764
N2 1.61521 -0.43399 0.75261
C10 0.82435 -1.04546 1.87330
C11 -0.27004 -1.97921 1.41790
C12 0.05271 -3.24492 0.76772
C13 -0.91416 -4.22036 0.54310
C14 -2.26887 -3.82283 0.63196
C15 -2.69983 -2.64756 1.21800
C16 -1.62823 -1.66866 1.73347
C17 1.28556 0.73150 0.06602
H1 -1.14658 1.35025 -2.11356
H2 -1.49295 3.07635 -2.08991
H3 0.31739 2.94230 -3.37858
H4 1.10831 3.63338 -2.02703
H5 1.17590 0.59715 -3.23649
H6 2.49080 1.68980 -2.71950
H7 3.00202 -1.10480 -1.98129
H8 1.41188 -1.65692 2.53688
H9 0.35443 -0.21801 2.35981
H10 1.14940 -3.33980 0.62723
H11 -0.65847 -5.14990 0.08852
H12 -3.08963 -4.41581 0.25464
H13 -3.72204 -2.30716 1.37905
H14 -1.92626 -0.76913 2.16452

Results
**Gap between HOMO and LUMO**: 0.3265 hartree
**Net charge**: 0
**HOMO**: -8.45 eV
**Largest force on an atom**: 5.6 eV/A
**SMILES string**: Clc1sc(Cl)c2c1CCCc1cnn(Cc3ccccc3)c1-2
**DFT total energy**: -2084.210659 hartree

=====

No. 3
Entry from the OMol25 dataset: C3H3NOS2 in the gas phase (wB97M-V/def2-TZVPD).

Geometry (Å):
S1 -2.67550 -0.51302 0.10677
C1 -1.13892 0.07340 -0.02413
C2 -0.68067 1.42226 0.06990
C3 0.63409 1.40099 -0.03978
N1 1.04931 0.13219 -0.42983
S2 2.53965 -0.53384 0.11138
O1 -0.06529 -0.72375 -0.28082
H1 -1.32853 2.23330 0.23208
H2 1.30429 2.23909 0.07498
H3 2.48787 -0.23776 1.42203

Results
**Gap between HOMO and LUMO**: 0.3067 hartree
**Net charge**: 0
**HOMO**: -8.58 eV
**Largest force on an atom**: 1.5 eV/A
**SMILES string**: S=c1ccn(S)o1
**DFT total energy**: -1042.393355 hartree